This record from the OMol25 dataset describes an isolated molecule of C7H13N4O3P in a non-equilibrium geometry. The level of theory is ωB97M-V/def2-TZVPD.

## Properties
Energy above the lowest of the compared OMol25 structures with the same formula, charge and spin (kJ/mol): 86.1
Gap between HOMO and LUMO (eV): 9.27
Calculated total energy (eV): -28860.177
LUMO level (eV): 0.649

Each line ends with the Löwdin charge.
Element x y z (Å)
P1 2.8510 0.2867 0.5789  0.803
O1 3.7091 -0.5596 -0.2392  -0.428
O2 2.1434 1.6859 -0.7722  -0.122
O3 1.2770 -0.3228 0.6825  -0.325
N1 -1.0971 0.8673 -0.1471  0.005
N2 -0.6609 -1.2903 0.2358  -0.077
N3 0.4348 2.5390 0.3144  0.031
N4 1.1911 -2.3835 -0.6614  0.040
C1 0.4863 -3.2829 0.2824  -0.192
C2 -0.9027 3.0546 0.5061  -0.109
C3 -1.9351 2.0311 -0.0899  -0.168
C4 0.6356 -1.0710 -0.3100  -0.440
C5 -0.9334 -2.6764 0.1081  -0.173
C6 -1.5242 -0.2933 0.1331  -0.177
C7 1.1194 2.3479 -0.7401  -0.358
H1 -2.7795 1.9391 0.4621  0.073
H2 0.7189 -3.2320 1.4379  0.150
H3 0.5724 -0.4328 -1.3869  0.205
H4 -1.1713 -3.0256 -0.9714  0.144
H5 -1.0100 2.9288 1.5671  0.119
H6 2.2015 -2.3464 -0.4276  0.104
H7 -0.9601 4.0368 0.1215  0.106
H8 -2.0870 2.3842 -1.1323  0.124
H9 0.8169 1.8847 0.9738  0.111
H10 0.8097 2.7744 -1.7034  0.163
H11 -2.6473 -0.4707 0.2502  0.166
H12 -1.6907 -3.1000 0.9019  0.155
H13 0.4322 -4.2733 0.0257  0.070